No. 1
Below is the molecule C22H30N2O5S, with properties calculated with ωB97M-V with the def2-TZVPD basis set.

Element x y z (Å)
C  4.305  3.929  0.173
C  3.480  4.254  -1.066
C  2.133  3.536  -1.053
C  1.343  3.831  -2.329
O  0.017  3.345  -2.297
C  -0.244  2.043  -2.592
C  0.704  1.061  -2.856
C  0.300  -0.232  -3.146
C  -1.042  -0.572  -3.196
C  -1.482  -1.990  -3.455
N  -2.056  -2.575  -2.257
C  -1.329  -3.340  -1.427
O  -0.242  -3.816  -1.666
N  -1.997  -3.615  -0.219
S  -2.829  -2.468  0.687
O  -3.683  -1.745  -0.214
O  -3.415  -3.175  1.781
C  -1.529  -1.408  1.277
C  -1.045  -0.390  0.474
C  0.007  0.379  0.919
C  0.584  0.138  2.173
O  1.614  0.938  2.510
C  2.222  0.792  3.782
C  3.399  1.768  3.856
C  3.893  1.892  5.294
C  4.520  1.304  2.931
C  0.071  -0.883  2.976
C  -0.980  -1.656  2.518
C  -1.989  0.415  -2.933
C  -1.598  1.701  -2.632
H  4.529  2.866  0.212
H  3.760  4.197  1.074
H  5.244  4.477  0.161
H  4.037  3.961  -1.960
H  3.313  5.332  -1.121
H  2.293  2.461  -0.948
H  1.545  3.868  -0.194
H  1.874  3.451  -3.211
H  1.231  4.915  -2.440
H  1.759  1.283  -2.839
H  1.047  -0.988  -3.335
H  -2.239  -2.020  -4.244
H  -0.632  -2.611  -3.741
H  -2.898  -2.159  -1.875
H  -1.520  -4.294  0.355
H  -1.502  -0.199  -0.484
H  0.402  1.179  0.314
H  2.585  -0.235  3.917
H  1.491  1.017  4.570
H  3.037  2.742  3.512
H  4.218  0.924  5.669
H  3.107  2.268  5.945
H  4.735  2.578  5.342
H  4.949  0.372  3.294
H  5.308  2.051  2.882
H  4.131  1.141  1.930
H  0.483  -1.081  3.953
H  -1.395  -2.449  3.121
H  -3.040  0.170  -2.960
H  -2.325  2.471  -2.425

* ΔE to the lowest compared entry with this formula, charge and spin: 8.7 kJ/mol
* molecular weight: 434.56 g mol⁻¹
* maximum force: 0.0193 hartree/bohr
* SMILES string: CCCCOc1ccc(CNC(=O)NS(=O)(=O)c2ccc(OCC(C)C)cc2)cc1
* total energy: -47354.438 eV
* multiplicity: 1
* orbital gap: 0.3385 hartree
* E_HOMO: -8.569 eV

Charges per atom according to Mulliken partitioning, unit e: atom 1 (C): -1.174, atom 2 (C): -0.695, atom 3 (C): 0.161, atom 4 (C): -1.026, atom 5 (O): -0.448, atom 6 (C): 0.550, atom 7 (C): -0.053, atom 8 (C): -0.909, atom 9 (C): 0.875, atom 10 (C): -1.606, atom 11 (N): -0.002, atom 12 (C): 0.450, atom 13 (O): -0.649, atom 14 (N): -0.186, atom 15 (S): 1.254, atom 16 (O): -0.711, atom 17 (O): -0.693, atom 18 (C): 0.039, atom 19 (C): -0.304, atom 20 (C): -0.372, atom 21 (C): 0.430, atom 22 (O): -0.206, atom 23 (C): -1.119, atom 24 (C): 0.903, atom 25 (C): -1.655, atom 26 (C): -1.396, atom 27 (C): -0.647, atom 28 (C): -1.078, atom 29 (C): -0.558, atom 30 (C): -0.506, atom 31 (H): 0.239, atom 32 (H): 0.275, atom 33 (H): 0.441, atom 34 (H): 0.364, atom 35 (H): 0.358, atom 36 (H): 0.203, atom 37 (H): 0.270, atom 38 (H): 0.394, atom 39 (H): 0.412, atom 40 (H): 0.442, atom 41 (H): 0.348, atom 42 (H): 0.333, atom 43 (H): 0.451, atom 44 (H): 0.291, atom 45 (H): 0.309, atom 46 (H): 0.523, atom 47 (H): 0.683, atom 48 (H): 0.479, atom 49 (H): 0.533, atom 50 (H): 0.132, atom 51 (H): 0.325, atom 52 (H): 0.412, atom 53 (H): 0.430, atom 54 (H): 0.388, atom 55 (H): 0.401, atom 56 (H): 0.250, atom 57 (H): 0.391, atom 58 (H): 0.440, atom 59 (H): 0.386, atom 60 (H): 0.427

---

No. 2
Below is the molecule C22H30N4O3, with properties calculated with ωB97M-V with the def2-TZVPD basis set.

Element x y z (Å)
C  5.578  3.870  1.374
C  6.513  3.142  0.414
C  5.832  2.002  -0.342
C  5.434  0.838  0.567
N  4.925  -0.272  -0.203
C  5.499  -1.487  -0.211
O  6.488  -1.775  0.435
C  4.784  -2.499  -1.104
C  3.544  -3.074  -0.415
C  2.337  -2.146  -0.488
O  2.349  -1.078  -1.069
N  1.258  -2.661  0.151
C  -0.035  -2.129  0.285
C  -0.971  -2.900  1.002
C  -2.251  -2.460  1.173
C  -2.664  -1.224  0.634
N  -3.941  -0.848  0.816
C  -4.355  0.302  0.321
N  -5.644  0.663  0.603
C  -6.503  -0.296  1.271
C  -7.328  -1.062  0.232
O  -8.081  -0.178  -0.574
C  -7.248  0.751  -1.227
C  -6.424  1.563  -0.216
C  -3.475  1.163  -0.394
C  -2.175  0.805  -0.602
C  -1.241  1.704  -1.349
C  -1.721  -0.444  -0.084
C  -0.409  -0.917  -0.247
H  6.084  4.726  1.815
H  4.696  4.228  0.848
H  5.258  3.215  2.180
H  6.897  3.859  -0.315
H  7.365  2.745  0.968
H  4.943  2.381  -0.852
H  6.517  1.620  -1.102
H  6.306  0.469  1.113
H  4.672  1.158  1.285
H  4.064  -0.142  -0.721
H  4.492  -2.026  -2.043
H  5.488  -3.306  -1.311
H  3.265  -4.017  -0.895
H  3.770  -3.286  0.633
H  1.381  -3.560  0.597
H  -0.663  -3.851  1.417
H  -2.976  -3.044  1.718
H  -5.876  -0.981  1.840
H  -7.172  0.255  1.939
H  -8.052  -1.722  0.713
H  -6.649  -1.658  -0.396
H  -7.909  1.400  -1.803
H  -6.562  0.226  -1.911
H  -5.795  2.278  -0.741
H  -7.107  2.112  0.443
H  -3.824  2.115  -0.763
H  -0.852  1.198  -2.231
H  -0.395  1.977  -0.720
H  -1.749  2.612  -1.663
H  0.310  -0.333  -0.794

* ΔE to the lowest compared entry with this formula, charge and spin: 16.6 kJ/mol
* molecular weight: 398.51 g mol⁻¹
* maximum force: 0.0142 hartree/bohr
* SMILES string: CCCCNC(=O)CCC(=O)Nc1ccc2nc(N3CCOCC3)cc(C)c2c1
* total energy: -35405.635 eV
* multiplicity: 1
* orbital gap: 0.2930 hartree
* E_HOMO: -7.563 eV

Charges per atom according to Mulliken partitioning, unit e: atom 1 (C): -1.146, atom 2 (C): -0.455, atom 3 (C): -0.414, atom 4 (C): -0.876, atom 5 (N): 0.061, atom 6 (C): 0.489, atom 7 (O): -0.677, atom 8 (C): -0.931, atom 9 (C): -0.831, atom 10 (C): 0.769, atom 11 (O): -0.782, atom 12 (N): -0.086, atom 13 (C): 0.610, atom 14 (C): -0.710, atom 15 (C): -0.969, atom 16 (C): -1.304, atom 17 (N): -0.333, atom 18 (C): 0.903, atom 19 (N): -0.035, atom 20 (C): -0.643, atom 21 (C): -0.569, atom 22 (O): -0.413, atom 23 (C): -0.500, atom 24 (C): -0.754, atom 25 (C): -0.249, atom 26 (C): 0.733, atom 27 (C): -1.958, atom 28 (C): 0.771, atom 29 (C): -0.274, atom 30 (H): 0.359, atom 31 (H): 0.283, atom 32 (H): 0.312, atom 33 (H): 0.313, atom 34 (H): 0.293, atom 35 (H): 0.291, atom 36 (H): 0.288, atom 37 (H): 0.380, atom 38 (H): 0.274, atom 39 (H): 0.245, atom 40 (H): 0.310, atom 41 (H): 0.388, atom 42 (H): 0.452, atom 43 (H): 0.403, atom 44 (H): 0.208, atom 45 (H): 0.343, atom 46 (H): 0.482, atom 47 (H): 0.439, atom 48 (H): 0.299, atom 49 (H): 0.362, atom 50 (H): 0.345, atom 51 (H): 0.410, atom 52 (H): 0.297, atom 53 (H): 0.320, atom 54 (H): 0.349, atom 55 (H): 0.194, atom 56 (H): 0.391, atom 57 (H): 0.394, atom 58 (H): 0.334, atom 59 (H): 0.813

---

No. 3
Below is a structure of composition C22H30N4O4PdS2Se, with properties calculated with ωB97M-V with the def2-TZVPD basis set.

Element x y z (Å)
Pd  2.914  -0.939  -1.011
O  4.861  -1.163  -0.173
S  4.943  -2.440  -1.009
O  5.792  -3.440  -0.447
O  5.092  -2.085  -2.403
O  3.426  -2.887  -0.842
C  -2.291  1.941  -3.038
C  -1.072  2.034  -2.133
C  -0.981  3.382  -1.433
C  0.342  3.604  -0.713
N  0.601  2.648  0.365
C  1.610  1.750  0.416
Se  2.805  1.461  -1.004
N  1.607  1.171  1.644
C  2.693  0.332  2.190
C  2.231  -0.920  2.925
C  1.314  -1.833  2.126
C  0.892  -3.059  2.922
C  0.577  1.728  2.397
C  0.156  1.533  3.707
C  -0.906  2.297  4.157
C  -1.534  3.238  3.338
C  -1.114  3.443  2.036
C  -0.054  2.668  1.586
H  -2.340  0.972  -3.535
H  -2.264  2.715  -3.808
H  -3.215  2.066  -2.469
H  -0.159  1.862  -2.711
H  -1.105  1.235  -1.389
H  -1.822  3.500  -0.744
H  -1.080  4.186  -2.169
H  0.386  4.602  -0.270
H  1.167  3.514  -1.416
H  3.296  0.969  2.840
H  3.320  0.044  1.352
H  1.761  -0.669  3.879
H  3.144  -1.462  3.186
H  1.824  -2.142  1.213
H  0.428  -1.273  1.805
H  1.765  -3.631  3.243
H  0.265  -3.723  2.326
H  0.328  -2.779  3.816
H  0.636  0.826  4.365
H  -1.253  2.165  5.174
H  -2.356  3.820  3.731
H  -1.586  4.180  1.402
N  1.182  -3.608  -2.189
C  0.287  -2.661  -1.972
S  0.700  -1.075  -1.485
N  -1.011  -2.968  -2.202
C  -2.139  -2.109  -2.048
C  -2.989  -1.923  -3.129
C  -4.132  -1.150  -2.984
C  -4.410  -0.543  -1.770
C  -3.552  -0.726  -0.693
C  -2.426  -1.522  -0.821
H  2.144  -3.475  -1.823
H  0.875  -4.547  -2.386
H  -1.194  -3.861  -2.633
H  -2.747  -2.379  -4.082
H  -4.794  -1.009  -3.827
H  -5.297  0.068  -1.659
H  -3.771  -0.262  0.260
H  -1.768  -1.688  0.020

* ΔE to the lowest compared entry with this formula, charge and spin: 34.7 kJ/mol
* molecular weight: 664.02 g mol⁻¹
* maximum force: 0.0178 hartree/bohr
* total energy: -127950.439 eV
* multiplicity: 1
* orbital gap: 0.2929 hartree
* E_HOMO: -8.329 eV

Charges per atom according to Mulliken partitioning, unit e: atom 1 (Pd): -0.129, atom 2 (O): -0.644, atom 3 (S): 1.331, atom 4 (O): -0.621, atom 5 (O): -0.646, atom 6 (O): -0.775, atom 7 (C): -1.548, atom 8 (C): 0.724, atom 9 (C): -0.594, atom 10 (C): -1.298, atom 11 (N): 0.419, atom 12 (C): -0.163, atom 13 (Se): -0.227, atom 14 (N): 0.806, atom 15 (C): -0.693, atom 16 (C): -0.893, atom 17 (C): 1.126, atom 18 (C): -1.667, atom 19 (C): 0.448, atom 20 (C): -0.544, atom 21 (C): -0.864, atom 22 (C): -0.892, atom 23 (C): -0.784, atom 24 (C): 0.711, atom 25 (H): 0.285, atom 26 (H): 0.459, atom 27 (H): 0.311, atom 28 (H): 0.253, atom 29 (H): -0.228, atom 30 (H): 0.305, atom 31 (H): 0.456, atom 32 (H): 0.373, atom 33 (H): 0.484, atom 34 (H): 0.263, atom 35 (H): 0.351, atom 36 (H): 0.328, atom 37 (H): 0.522, atom 38 (H): -0.246, atom 39 (H): 0.041, atom 40 (H): 0.362, atom 41 (H): 0.397, atom 42 (H): 0.397, atom 43 (H): 0.352, atom 44 (H): 0.418, atom 45 (H): 0.409, atom 46 (H): 0.425, atom 47 (N): -0.226, atom 48 (C): 0.053, atom 49 (S): 0.265, atom 50 (N): -0.157, atom 51 (C): -0.067, atom 52 (C): -0.447, atom 53 (C): -0.598, atom 54 (C): -0.517, atom 55 (C): -0.601, atom 56 (C): 0.038, atom 57 (H): 0.331, atom 58 (H): 0.206, atom 59 (H): 0.267, atom 60 (H): 0.418, atom 61 (H): 0.367, atom 62 (H): 0.445, atom 63 (H): 0.419, atom 64 (H): 0.501

---

No. 4
Below is the molecule C22H30N4O6, with properties calculated with ωB97M-V with the def2-TZVPD basis set.

Element x y z (Å)
C  6.184  1.638  -0.791
C  5.662  0.360  -0.215
O  6.259  -0.274  0.630
C  4.356  -0.130  -0.730
C  3.914  -1.330  -0.265
N  2.775  -1.926  -0.659
C  2.259  -3.093  0.036
C  1.628  -2.683  1.370
C  0.514  -1.652  1.190
C  -0.111  -1.243  2.524
C  -1.028  -0.024  2.398
C  -0.249  1.282  2.222
C  -1.128  2.534  2.286
C  -2.066  2.701  1.089
C  -1.325  3.101  -0.188
C  -2.127  2.804  -1.459
N  -2.369  1.378  -1.573
C  -3.527  0.828  -1.169
C  -3.752  -0.511  -1.062
C  -5.099  -0.940  -0.608
C  -5.364  -2.412  -0.559
O  -5.931  -0.111  -0.301
C  -2.656  -1.425  -1.362
O  -2.629  -2.626  -1.220
N  -1.526  -0.766  -1.846
C  -1.301  0.570  -1.953
O  -0.251  1.036  -2.343
C  1.970  -1.334  -1.624
O  0.986  -1.893  -2.064
N  2.366  -0.099  -2.030
C  3.506  0.616  -1.653
O  3.677  1.733  -2.081
H  5.480  2.444  -0.596
H  7.151  1.868  -0.354
H  6.270  1.550  -1.872
H  4.514  -1.860  0.465
H  1.507  -3.547  -0.613
H  3.076  -3.799  0.198
H  1.226  -3.578  1.848
H  2.401  -2.269  2.023
H  0.926  -0.763  0.707
H  -0.258  -2.062  0.536
H  -0.685  -2.085  2.916
H  0.680  -1.019  3.243
H  -1.708  -0.181  1.558
H  -1.635  0.055  3.303
H  0.492  1.348  3.022
H  0.296  1.266  1.277
H  -1.727  2.492  3.198
H  -0.484  3.414  2.354
H  -2.811  3.464  1.323
H  -2.603  1.763  0.937
H  -0.379  2.564  -0.261
H  -1.095  4.167  -0.166
H  -3.090  3.317  -1.444
H  -1.554  3.120  -2.334
H  -4.332  1.508  -0.920
H  -5.193  -2.853  -1.538
H  -4.667  -2.889  0.127
H  -6.387  -2.589  -0.239
H  -0.719  -1.359  -2.079
H  1.689  0.403  -2.610

* ΔE to the lowest compared entry with this formula, charge and spin: 0.0 kJ/mol
* molecular weight: 446.50 g mol⁻¹
* maximum force: 0.0144 hartree/bohr
* SMILES string: CC(=O)c1cn(CCCCCCCCCCn2cc(C(C)=O)c(=O)[nH]c2=O)c(=O)[nH]c1=O
* total energy: -41550.012 eV
* multiplicity: 1
* orbital gap: 0.3451 hartree
* E_HOMO: -9.402 eV

Charges per atom according to Mulliken partitioning, unit e: atom 1 (C): -1.206, atom 2 (C): 0.667, atom 3 (O): -0.624, atom 4 (C): -0.292, atom 5 (C): 0.246, atom 6 (N): 0.169, atom 7 (C): -1.208, atom 8 (C): -0.913, atom 9 (C): 0.856, atom 10 (C): -1.224, atom 11 (C): -0.098, atom 12 (C): -0.150, atom 13 (C): -1.250, atom 14 (C): -0.092, atom 15 (C): -0.311, atom 16 (C): -1.362, atom 17 (N): 0.240, atom 18 (C): -0.029, atom 19 (C): -0.130, atom 20 (C): 0.745, atom 21 (C): -1.219, atom 22 (O): -0.635, atom 23 (C): 0.444, atom 24 (O): -0.714, atom 25 (N): 0.153, atom 26 (C): 0.351, atom 27 (O): -0.693, atom 28 (C): 0.208, atom 29 (O): -0.781, atom 30 (N): 0.131, atom 31 (C): 0.391, atom 32 (O): -0.695, atom 33 (H): 0.316, atom 34 (H): 0.352, atom 35 (H): 0.333, atom 36 (H): 0.503, atom 37 (H): 0.456, atom 38 (H): 0.403, atom 39 (H): 0.408, atom 40 (H): 0.402, atom 41 (H): -0.275, atom 42 (H): 0.111, atom 43 (H): 0.383, atom 44 (H): 0.426, atom 45 (H): -0.228, atom 46 (H): 0.432, atom 47 (H): 0.395, atom 48 (H): -0.061, atom 49 (H): 0.417, atom 50 (H): 0.352, atom 51 (H): 0.361, atom 52 (H): 0.040, atom 53 (H): 0.167, atom 54 (H): 0.451, atom 55 (H): 0.476, atom 56 (H): 0.430, atom 57 (H): 0.426, atom 58 (H): 0.339, atom 59 (H): 0.295, atom 60 (H): 0.360, atom 61 (H): 0.259, atom 62 (H): 0.297

---

Question: What is the formula in the fourth record?
Answer: C22H30N4O6

---

Question: Among the records above, which one has the lowest E_HOMO?
Answer: C22H30N4O6

---

Question: Which value of maximum force does entry 3 give?
Answer: 0.0178 hartree/bohr